Computed, not measured: a structure of composition C31H44BrN3O9Ti, with ωB97M-V with the def2-TZVPD basis set.

Last column: Löwdin charge in e.
CARTESIAN COORDINATES (ANGSTROEM)
Ti 0.66 0.99 0.01  1.10
O 2.52 -0.22 5.66  0.06
C 2.13 0.17 4.41  -0.29
C 3.05 0.61 3.46  0.05
C 2.56 0.96 2.22  -0.20
N 1.27 0.88 1.95  0.02
C 0.37 0.52 2.85  -0.14
C 0.77 0.14 4.12  0.09
C -1.06 0.68 2.33  -0.58
O -2.02 0.30 2.99  0.06
O -1.05 1.32 1.21  -0.12
C 3.33 1.51 1.02  -0.56
O 4.55 1.67 1.04  0.05
O 2.52 1.80 0.07  -0.13
H 3.48 -0.20 5.71  0.11
H 4.11 0.68 3.66  0.13
H 0.03 -0.16 4.86  0.13
C -2.45 -6.58 0.87  -0.05
C -1.94 -5.70 2.02  -0.56
C -0.88 -6.48 2.79  -0.08
C -3.10 -5.38 2.97  -0.05
C -1.39 -4.39 1.45  -0.18
C -0.08 -3.98 1.64  -0.09
C 0.35 -2.77 1.12  -0.53
Br 2.16 -2.30 1.48  0.89
C -0.47 -1.91 0.39  -0.34
O 0.03 -0.77 -0.01  -0.22
C -1.79 -2.34 0.14  -0.06
C -2.20 -3.55 0.70  0.00
C -2.88 -1.59 -0.66  -0.52
C -2.41 -0.35 -1.43  -0.05
C -3.98 -1.15 0.31  -0.04
C -3.46 -2.54 -1.72  -0.06
H -2.86 -7.52 1.27  0.08
H -1.64 -6.82 0.18  0.09
H -3.24 -6.09 0.31  0.07
H -1.32 -7.40 3.17  0.08
H -0.50 -5.91 3.64  0.08
H -0.04 -6.75 2.16  0.08
H -3.51 -6.31 3.39  0.08
H -3.91 -4.86 2.46  0.08
H -2.77 -4.75 3.79  0.09
H 0.63 -4.57 2.20  0.08
H -3.23 -3.84 0.54  0.09
H -2.13 0.46 -0.75  0.06
H -3.26 0.01 -2.03  0.08
H -1.58 -0.55 -2.10  0.09
H -3.57 -0.49 1.08  0.08
H -4.45 -2.00 0.81  0.08
H -4.75 -0.60 -0.24  0.08
H -2.69 -2.85 -2.42  0.09
H -4.25 -2.03 -2.27  0.08
H -3.90 -3.44 -1.29  0.06
C 4.05 0.87 -2.70  -0.01
C 2.84 -0.05 -2.68  -0.52
C 2.95 -1.16 -3.73  -0.02
O 2.68 -0.66 -1.40  -0.06
C 1.58 0.80 -3.00  -0.58
O 1.48 1.27 -4.12  0.03
O 0.73 0.96 -2.06  -0.12
H 4.96 0.27 -2.58  0.09
H 4.00 1.61 -1.90  0.08
H 4.10 1.37 -3.67  0.09
H 3.91 -1.67 -3.62  0.08
H 2.88 -0.74 -4.73  0.08
H 2.16 -1.88 -3.58  0.09
H 3.53 -0.63 -0.95  0.08
C 0.22 7.40 -1.13  -0.07
C 1.29 6.38 -1.50  -0.22
N 0.80 5.03 -1.67  -0.08
C 0.36 4.60 -2.99  -0.19
C -1.13 4.82 -3.27  -0.07
C 0.66 4.18 -0.60  -0.39
C 1.32 4.55 0.70  0.00
N 0.04 3.06 -0.66  0.09
H 0.67 8.37 -0.93  0.07
H -0.32 7.08 -0.24  0.07
H -0.51 7.52 -1.93  0.06
H 2.08 6.39 -0.75  0.10
H 1.76 6.66 -2.45  0.12
H 0.62 3.55 -3.12  0.10
H 0.96 5.15 -3.72  0.12
H -1.75 4.35 -2.50  0.07
H -1.39 4.37 -4.22  0.08
H -1.38 5.88 -3.30  0.06
H 2.40 4.61 0.58  0.09
H 1.09 3.77 1.42  0.08
H 0.95 5.50 1.08  0.08
H -0.36 2.87 -1.57  0.06

Spin multiplicity = 2
Orbital gap (spin up / spin down) = 6.487 / 7.411 eV
Net charge = -1
⟨S²⟩ = 0.754
Max |F| = 0.0408 hartree/bohr

***

Computed, not measured: a structure of composition C32H30O3PS2SiW, with ωB97M-V with the def2-TZVPD basis set.

Last column: Löwdin charge in e.
CARTESIAN COORDINATES (ANGSTROEM)
W 0.71 -1.48 -0.34  1.32
C 3.88 3.94 -1.93  -0.06
C 2.88 4.40 -1.09  -0.06
C 2.03 3.49 -0.47  -0.10
C 2.18 2.12 -0.69  -0.36
C 3.22 1.66 -1.51  -0.10
C 4.05 2.58 -2.13  -0.05
P 1.14 1.00 0.29  1.01
C -0.46 1.84 0.46  -0.34
C -1.04 2.47 -0.64  -0.12
C -2.24 3.15 -0.50  -0.07
C -2.88 3.19 0.73  -0.06
C -2.31 2.55 1.82  -0.07
C -1.11 1.88 1.69  -0.07
C 1.80 0.99 1.95  -0.31
C 2.36 2.03 2.64  -0.03
C 2.57 1.90 4.03  -0.04
C 2.17 0.77 4.69  0.00
C 1.59 -0.32 3.99  -0.15
C 1.11 -1.49 4.63  -0.01
C 0.56 -2.50 3.88  -0.05
C 0.53 -2.42 2.47  -0.11
C 0.96 -1.30 1.81  -0.24
C 1.46 -0.22 2.59  -0.21
H 4.54 4.65 -2.42  0.11
H 2.75 5.46 -0.92  0.11
H 1.24 3.85 0.17  0.11
H 3.37 0.61 -1.67  0.08
H 4.84 2.22 -2.78  0.11
H -0.55 2.44 -1.61  0.09
H -2.68 3.65 -1.36  0.12
H -3.81 3.73 0.84  0.11
H -2.81 2.59 2.79  0.11
H -0.66 1.41 2.56  0.11
H 2.61 2.96 2.13  0.11
H 3.03 2.71 4.58  0.11
H 2.31 0.69 5.76  0.12
H 1.18 -1.58 5.70  0.12
H 0.19 -3.39 4.37  0.11
H 0.16 -3.28 1.93  0.11
S 0.57 -0.18 -2.29  0.72
C -0.26 -1.26 -3.42  -0.62
C -0.98 -0.72 -4.48  -0.10
C -1.59 -1.57 -5.39  -0.07
C -1.47 -2.95 -5.25  -0.07
C -0.75 -3.48 -4.19  -0.10
C -0.16 -2.63 -3.26  -0.65
S 0.76 -3.28 -1.91  0.76
H -1.06 0.36 -4.59  0.11
H -2.15 -1.16 -6.22  0.11
H -1.94 -3.61 -5.96  0.11
H -0.66 -4.55 -4.07  0.11
O 2.91 -1.28 -0.39  -0.18
C 3.09 -2.45 0.06  -0.44
O 2.07 -3.13 0.32  -0.23
H 4.09 -2.86 0.22  0.16
C -3.06 -1.43 1.95  -0.13
Si -2.77 -1.70 0.14  0.43
C -3.46 -0.37 -0.95  -0.12
C -3.15 -3.42 -0.43  -0.14
O -1.06 -1.56 -0.10  -0.48
H -4.09 -1.68 2.21  0.05
H -2.88 -0.39 2.22  0.02
H -2.40 -2.06 2.54  0.03
H -4.54 -0.28 -0.83  0.05
H -3.25 -0.59 -2.00  0.04
H -3.01 0.59 -0.69  0.01
H -4.22 -3.55 -0.61  0.05
H -2.83 -4.17 0.30  0.04
H -2.63 -3.61 -1.37  0.03

Orbital gap = 6.904 eV
Net charge = +1
Max |F| = 0.0123 hartree/bohr

***

Computed, not measured: a structure of composition C3H5NO2S, with ωB97M-V with the def2-TZVPD basis set.

Last column: Löwdin charge in e.
CARTESIAN COORDINATES (ANGSTROEM)
C -0.52 2.13 -0.66  -0.14
C 0.25 0.80 -0.53  -0.62
C -1.05 -1.05 0.94  -0.67
H -1.64 2.37 -1.39  0.16
H 0.36 2.85 -1.17  0.12
H -0.89 2.44 0.46  0.11
H -2.03 -1.76 1.17  0.13
H 2.63 -0.44 0.90  0.26
N 1.38 0.76 -0.07  -0.06
O -0.34 -0.63 1.81  -0.04
O 1.91 -0.52 -0.05  -0.16
S -0.79 -0.80 -0.76  0.92

Orbital gap = 10.323 eV
Max |F| = 0.1199 hartree/bohr

***

Computed ΔE to the lowest compared entry with this formula, charge and spin, in the same sequence as the records: 13.9 0.0 120.4 kcal/mol.
Computed E, in the same sequence as the records: -5472.939023 -2957.426509 -720.554578 Ha.